1.
Formula: C2H5NO
Source: the Open Molecules 2025 dataset
Level of theory: ωB97M-V/def2-TZVPD

```
9
Properties=species:S:1:pos:R:3
C 0.739 0.132 0.502
C -0.624 -0.317 -0.040
N 1.842 0.745 -0.137
O 2.052 -0.675 0.064
H 0.901 0.326 1.614
H -0.837 -1.333 0.038
H -0.780 -0.059 -1.171
H -1.294 0.280 0.596
H 1.815 0.774 -1.096
```

As for the SMILES: C[C@@H]1NO1. Its spin multiplicity is 1. Its charge is 0. The value obtained for the total energy is -5689.0826 eV.


2.
Formula: C14H24NO2PdSi2
Source: the Open Molecules 2025 dataset
Level of theory: ωB97M-V/def2-TZVPD

```
44
Properties=species:S:1:pos:R:3
Pd -0.135 0.351 -1.321
C -2.863 -1.984 -1.004
Si -2.006 -0.536 -0.163
C -3.432 0.485 0.518
C -1.252 -1.317 1.397
C -1.916 -2.298 2.149
C -1.354 -2.839 3.301
C -0.107 -2.390 3.731
C 0.557 -1.410 3.001
C 0.007 -0.867 1.829
Si 0.828 0.484 0.786
C 0.548 2.070 1.745
C 2.665 0.196 0.946
H -3.877 -2.116 -0.603
H -2.302 -2.909 -0.834
H -2.946 -1.836 -2.085
H -3.917 -0.084 1.324
H -4.180 0.700 -0.254
H -3.086 1.440 0.926
H -2.892 -2.656 1.825
H -1.881 -3.606 3.859
H 0.343 -2.802 4.628
H 1.528 -1.069 3.351
H 0.978 1.957 2.750
H -0.523 2.269 1.845
H 1.010 2.942 1.267
H 2.947 0.043 1.995
H 3.212 1.071 0.577
H 2.990 -0.672 0.365
C 1.662 4.403 -2.424
C 1.087 3.038 -2.729
N 1.972 2.095 -3.153
O -0.101 2.812 -2.588
H 2.482 4.668 -3.094
H 2.042 4.410 -1.400
H 0.865 5.137 -2.500
H 2.955 2.284 -3.079
H 1.703 1.111 -3.239
C 0.929 -2.473 -2.059
C 1.010 -0.993 -2.387
O 1.796 -0.628 -3.266
H 1.783 -3.012 -2.486
H -0.004 -2.868 -2.472
H 0.876 -2.603 -0.977
```

Its spin multiplicity is 1. Its charge is -1. The value obtained for the total energy is -39729.7750 eV.


3.
Formula: C4H5NO
Source: the Open Molecules 2025 dataset
Level of theory: ωB97M-V/def2-TZVPD

```
11
Properties=species:S:1:pos:R:3
O -0.347 1.884 -0.664
C -0.069 0.676 -0.168
C -1.042 -0.519 -0.177
C 0.234 -1.325 -0.085
C 1.065 -0.299 -0.311
N 0.042 1.343 1.065
H -1.527 -0.571 -1.153
H -1.781 -0.595 0.628
H 0.396 -2.364 0.161
H 2.140 -0.168 -0.329
H 0.865 1.939 1.030
```

Its spin multiplicity is 1. Its charge is 0. The value obtained for the total energy is -7761.2588 eV.


4.
Formula: C22H24ClI2O2P2Ru
Source: the Open Molecules 2025 dataset
Level of theory: ωB97M-V/def2-TZVPD

```
54
Properties=species:S:1:pos:R:3
I -4.490 -1.104 -1.793
I -4.248 1.369 -1.625
Ru 0.640 -0.025 -0.455
P 0.457 0.030 -2.582
C -1.174 0.000 -3.383
C 1.266 1.495 -3.323
H 2.335 -1.436 -2.941
H 1.521 -1.054 -4.492
H 0.793 -2.243 -3.358
C 1.367 -1.314 -3.437
H 2.219 1.654 -2.809
H 1.444 1.335 -4.391
H -1.075 0.001 -4.474
H -1.756 0.875 -3.059
H 0.622 2.369 -3.179
H -1.730 -0.891 -3.062
C -1.115 -0.168 -0.017
O -2.198 -0.280 0.422
Cl 2.935 0.092 -0.642
O -0.012 -0.119 2.168
P -0.510 -0.077 3.591
C -1.451 1.436 3.944
C -1.419 2.034 5.212
C -2.146 3.209 5.447
C -2.927 3.769 4.434
C -2.973 3.161 3.170
C -2.251 1.987 2.932
C -1.597 -1.457 4.014
C -1.903 -1.766 5.347
C -2.754 -2.833 5.637
C -3.348 -3.562 4.608
C -3.087 -3.221 3.275
C -2.210 -2.182 2.982
C 0.860 -0.072 4.753
C 1.258 -1.212 5.466
C 2.443 -1.190 6.209
C 3.245 -0.044 6.229
C 2.835 1.104 5.535
C 1.649 1.089 4.799
H -0.826 1.589 6.006
H -2.108 3.666 6.438
H -3.510 4.672 4.622
H -3.585 3.586 2.375
H -2.310 1.498 1.961
H -1.461 -1.181 6.156
H -2.966 -3.074 6.679
H -4.026 -4.383 4.836
H -3.567 -3.762 2.460
H -2.002 -1.909 1.949
H 0.634 -2.104 5.456
H 2.722 -2.073 6.782
H 4.184 -0.036 6.786
H 3.438 2.008 5.546
H 1.322 1.979 4.256
```

Its spin multiplicity is 6. Its charge is +2. The value obtained for the total energy is -77163.1934 eV.


The records above give, respectively, strongest force on any atom values of 3.7 1.6 3.6 6.6 eV/Å.